(1)
Computed, not measured: a single C3H2N3PS molecule in a non-equilibrium geometry, with ωB97M-V/def2-TZVPD.

Each line ends with the Löwdin charge.
Element x y z (Å)
C: -1.06912 -0.70819 -0.42147  -0.2332
C: -1.43625 -0.82519 0.87444  -0.3935
C: 0.64197 0.42416 0.48306  -0.8526
N: 1.73528 1.14109 0.60310  -0.2703
N: 1.72462 0.92244 -2.01888  -0.2074
N: 0.07303 -0.01985 -0.60108  0.0181
P: 2.48156 1.50664 -0.83789  0.7403
S: -0.27041 -0.03612 1.90381  1.0314
H: -1.59137 -1.08857 -1.27868  0.1119
H: -2.28930 -1.31642 1.29360  0.0553

Results
* SMILES: N#P=Nc1nccs1
* total charge: 0
* relative energy (zero: lowest compared OMol25 entry of this formula, charge and spin): 152.5 kJ/mol
* orbital gap (spin up / spin down): 5.97 / 5.97 eV

---

(2)
Computed, not measured: a molecular structure, C17H15CrI2O5S in a non-equilibrium geometry, with ωB97M-V/def2-TZVPD.

Each line ends with the Löwdin charge.
Element x y z (Å)
Cr: 1.10568 -0.73905 -0.32327  0.4457
O: 2.89111 -3.34712 0.03718  -0.0766
C: 2.80830 -2.37090 0.75580  -0.6427
O: 2.88395 -1.11165 0.29498  -0.1913
C: 2.43942 -2.50605 2.20469  -0.1714
C: 3.34858 -2.78291 3.21197  -0.0203
C: 2.89890 -2.94038 4.51709  -0.0862
C: 1.54240 -2.82401 4.79539  -0.0883
C: 0.63645 -2.53207 3.78160  -0.1041
C: 1.07969 -2.35862 2.47506  -0.5358
S: -0.06449 -2.03899 1.13430  0.7196
H: 4.40213 -2.88147 2.97771  0.1206
H: 3.60196 -3.15904 5.31113  0.0999
H: 1.18487 -2.95934 5.80977  0.1009
H: -0.42047 -2.43690 4.00204  0.1019
C: -3.79465 1.86966 -4.19001  -0.0566
O: -3.66262 2.72630 -3.05491  -0.0608
C: -2.73814 2.40327 -2.13015  -0.2639
C: -2.57556 3.35125 -1.09174  0.0067
C: -1.63825 3.11479 -0.13856  -0.0102
C: -0.82163 1.95155 -0.15620  -0.0933
C: 0.21725 1.78569 0.81054  -0.3191
C: 0.40282 2.75834 1.93434  0.0109
O: 1.03627 0.83867 0.77727  -0.0679
C: -1.02512 1.00584 -1.17689  -0.2908
O: -0.35857 -0.12808 -1.25935  -0.2623
C: -2.00069 1.24104 -2.15932  0.0513
H: -4.48734 2.36484 -4.86068  0.0934
H: -4.19796 0.89866 -3.89998  0.0979
H: -2.83224 1.73524 -4.68409  0.0936
H: -3.19388 4.23931 -1.08594  0.1224
H: -1.50365 3.84239 0.65197  0.1134
H: 0.67512 3.74336 1.54816  0.0994
H: 1.19483 2.39621 2.58101  0.0945
H: -0.52043 2.86272 2.50640  0.0984
H: -2.13344 0.48525 -2.91675  0.1082
I: 1.63191 -2.62962 -2.26738  1.2145
C: 0.56319 -1.80493 -3.88522  -1.1236
I: 1.15429 0.15446 -4.46341  0.7537
H: -0.48860 -1.78327 -3.63211  -0.0362
H: 0.75860 -2.43446 -4.74245  -0.0459

Results
* 2S+1: 2
* total charge: 0
* relative energy (zero: lowest compared OMol25 entry of this formula, charge and spin): 10.3 kJ/mol
* orbital gap (spin up / spin down): 6.92 / 7.35 eV

---

(3)
Computed, not measured: 8 unconnected molecules or ions with the total composition C55H53F16NO5PS2, with ωB97M-V/def2-TZVPD.

Each line ends with the Löwdin charge.
Element x y z (Å)
C: -5.13046 -3.29645 0.81981  -0.0164
C: -3.81807 -2.69387 0.30528  -0.4633
C: -4.05634 -2.07981 -1.07234  -0.0160
C: -2.71625 -3.76797 0.15544  -0.1263
C: -1.82645 -4.02300 1.39937  -0.4465
P: -1.93264 -5.89614 1.73470  0.2068
O: -1.36440 -6.62875 0.45175  -0.1612
O: -0.78581 -6.19244 2.80743  -0.1711
S: -3.69633 -6.40931 2.29062  0.3914
S: -0.06211 -3.64414 1.07313  0.7937
O: 0.35406 -4.49420 -0.01205  -0.2759
O: 0.64448 -3.56332 2.31363  -0.2704
C: 0.14448 -1.89966 0.34420  -0.4355
F: 0.61375 -1.13152 1.31786  0.1242
F: -1.01338 -1.38247 -0.09209  0.1261
C: 1.19907 -1.84740 -0.80476  -0.3607
F: 1.57295 -0.55492 -0.91069  0.1566
F: 2.27069 -2.54021 -0.42267  0.1643
C: 0.74753 -2.30862 -2.24554  -0.3462
F: 1.73409 -3.02470 -2.77702  0.1774
F: -0.36105 -3.06332 -2.18979  0.1435
C: 0.42056 -1.14321 -3.22633  -0.5527
F: 1.52307 -0.49892 -3.60899  0.1756
F: -0.15787 -1.65388 -4.30830  0.1909
F: -0.42242 -0.27970 -2.66937  0.1878
C: -2.29723 -3.33083 2.68488  -0.1410
C: -2.83176 -1.88443 2.58192  -0.4359
C: -1.71946 -0.84893 2.85015  -0.0057
C: -3.94076 -1.71700 3.63048  -0.0163
N: -3.36682 -1.61267 1.21831  -0.1471
O: -3.99619 -0.51064 1.11578  -0.0013
H: -5.45330 -4.08431 0.13161  0.0948
H: -5.03125 -3.75071 1.80532  0.0483
H: -5.90021 -2.52184 0.84514  0.0987
H: -4.84257 -1.32853 -1.02961  0.0755
H: -3.14377 -1.61929 -1.46069  0.0816
H: -4.35449 -2.87372 -1.76472  0.1004
H: -3.24637 -4.69209 -0.10095  0.1033
H: -2.08392 -3.52537 -0.69839  0.0946
H: -1.18280 -6.06958 -0.31624  0.0772
H: -1.16807 -6.49393 3.64441  0.0855
H: -3.06600 -3.96851 3.12719  0.0680
H: -1.45974 -3.32530 3.38797  0.1198
H: -2.00963 -0.15635 3.64179  0.0934
H: -0.78762 -1.33632 3.13565  0.0574
H: -1.54010 -0.24589 1.95789  0.0792
H: -4.35342 -0.70911 3.57493  0.0901
H: -3.49506 -1.85613 4.62123  0.1001
H: -4.73997 -2.45052 3.51558  0.0771
F: 7.71304 -3.02374 -4.95961  0.0535
C: 6.44064 -2.59865 -5.10714  -0.2854
C: 5.69710 -2.33478 -3.97461  -0.0103
C: 4.38864 -1.89777 -4.12590  -0.0811
C: 3.85162 -1.73497 -5.39673  -0.0910
C: 4.62559 -2.00356 -6.51787  -0.0722
C: 5.93551 -2.44170 -6.38136  -0.0071
H: 6.14229 -2.47230 -2.99855  0.1180
H: 3.80151 -1.67743 -3.24698  0.0852
H: 2.83373 -1.39043 -5.51742  0.0816
H: 4.20999 -1.87394 -7.50738  0.0843
H: 6.55797 -2.65560 -7.23922  0.1196
F: 0.25227 -0.67675 5.18605  0.0414
C: 1.39638 -0.04385 4.83922  -0.2829
C: 1.60503 1.25243 5.26105  -0.0121
C: 2.78375 1.88109 4.88117  -0.0805
C: 3.71298 1.21685 4.09138  -0.0886
C: 3.46373 -0.08368 3.67272  -0.0707
C: 2.29296 -0.72891 4.04593  -0.0180
H: 0.86323 1.74745 5.87295  0.1169
H: 2.97752 2.89486 5.20420  0.0935
H: 4.62626 1.71786 3.80092  0.0943
H: 4.17928 -0.60204 3.04751  0.1066
H: 2.07000 -1.73912 3.72660  0.1022
F: -5.24651 1.15646 -1.31565  0.0500
C: -4.60765 2.27962 -0.92382  -0.2818
C: -5.31265 3.46659 -0.91314  -0.0140
C: -4.65293 4.62352 -0.52181  -0.0884
C: -3.31590 4.57913 -0.15334  -0.0964
C: -2.63425 3.36976 -0.17631  -0.0772
C: -3.27808 2.20194 -0.56105  -0.0176
H: -6.35306 3.47532 -1.20865  0.1159
H: -5.18876 5.56332 -0.49970  0.0964
H: -2.81134 5.48459 0.15549  0.0982
H: -1.59138 3.32985 0.11140  0.1037
H: -2.77410 1.24546 -0.57252  0.1022
F: 4.35200 -4.75689 6.92061  0.0533
C: 4.50704 -4.79686 5.58099  -0.2873
C: 3.38117 -4.83805 4.78360  -0.0131
C: 3.54660 -4.87598 3.40636  -0.0808
C: 4.82007 -4.87511 2.85242  -0.0928
C: 5.93356 -4.83511 3.68071  -0.0860
C: 5.78551 -4.79483 5.06025  -0.0187
H: 2.39938 -4.83667 5.23748  0.1181
H: 2.67402 -4.90017 2.76526  0.0846
H: 4.94344 -4.90533 1.77810  0.1004
H: 6.92775 -4.83616 3.25305  0.1034
H: 6.63698 -4.76039 5.72581  0.1163
F: 3.98822 -0.67224 -9.50813  0.0450
C: 2.72766 -0.20511 -9.65218  -0.2811
C: 2.01246 0.12651 -8.51934  -0.0139
C: 0.71789 0.60181 -8.67643  -0.0794
C: 0.16633 0.73690 -9.94302  -0.0951
C: 0.91446 0.39752 -11.06219  -0.0826
C: 2.21077 -0.07871 -10.92517  -0.0154
H: 2.46762 0.02119 -7.54370  0.1023
H: 0.14052 0.87075 -7.80145  0.1049
H: -0.84298 1.10823 -10.05777  0.1013
H: 0.48859 0.50208 -12.05142  0.1049
H: 2.81445 -0.34891 -11.78049  0.1179
F: 4.95386 4.26188 4.36926  0.0425
C: 4.90744 4.99597 3.23459  -0.2851
C: 6.06224 5.13993 2.49342  -0.0164
C: 6.00337 5.89051 1.32745  -0.0830
C: 4.81043 6.47615 0.92648  -0.0960
C: 3.66637 6.31073 1.69515  -0.0824
C: 3.70548 5.56316 2.86375  -0.0161
H: 6.97899 4.67490 2.82889  0.1177
H: 6.89686 6.01568 0.73008  0.1050
H: 4.77237 7.05947 0.01650  0.1011
H: 2.73447 6.76554 1.38594  0.1049
H: 2.82732 5.41567 3.47732  0.1163
F: -4.70666 7.03868 1.71438  0.0470
C: -5.88204 7.68430 1.87224  -0.2890
C: -7.01645 6.93466 2.11013  -0.0175
C: -8.22300 7.60249 2.26674  -0.0832
C: -8.27755 8.98717 2.18363  -0.0973
C: -7.11797 9.71129 1.94240  -0.0845
C: -5.90197 9.06136 1.78351  -0.0169
H: -6.94518 5.85704 2.16907  0.1183
H: -9.12434 7.03445 2.45615  0.1048
H: -9.22147 9.50067 2.30673  0.1006
H: -7.15656 10.79066 1.87564  0.1045
H: -4.98455 9.60222 1.59644  0.1170

Results
* 2S+1: 2
* total charge: 0
* orbital gap (spin up / spin down): 8.58 / 9.24 eV

---

(4)
Computed, not measured: 2 unconnected molecules or ions with the total composition CH8OSi2 in a non-equilibrium geometry, with ωB97M-V/def2-TZVPD.

Each line ends with the Löwdin charge.
Element x y z (Å)
C: -2.22480 0.87995 -0.34335  -0.3477
O: 1.05276 0.65487 0.52902  -0.4002
Si: 2.43475 0.78898 -0.27988  0.4718
Si: -2.22063 -0.85925 -0.02836  0.6896
H: -2.79771 1.60568 0.24528  -0.0434
H: -1.56658 1.34188 -1.18222  -0.0017
H: 0.29848 1.35173 0.45250  0.0647
H: 2.66759 -0.53048 -0.86414  -0.0664
H: 3.21847 1.43087 0.77167  -0.0692
H: 2.13934 1.85381 -1.28017  -0.0700
H: -2.02530 -2.17864 -0.93125  -0.0698
H: -2.79347 -1.51480 1.05583  -0.1577

Results
* SMILES: C=[SiH2].O[SiH3]
* total charge: 0
* relative energy (zero: lowest compared OMol25 entry of this formula, charge and spin): 160.2 kJ/mol
* orbital gap: 8.65 eV

---

(5)
Computed, not measured: a molecular structure, C2H2FNO2 in a non-equilibrium geometry, with ωB97M-V/def2-TZVPD.

Each line ends with the Löwdin charge.
Element x y z (Å)
C: 0.94115 -0.40557 -0.26261  -0.3073
C: -0.42884 -0.74155 -0.49517  -0.1964
N: -0.58896 -1.51543 1.24231  0.0919
O: 1.86339 -0.83878 -0.89589  0.0806
O: -0.24482 -0.86229 2.13671  0.0323
F: -0.77768 -1.76677 -1.30735  0.0423
H: 1.10121 0.15332 0.68694  0.1219
H: -1.25995 -0.06002 -0.36838  0.1348

Results
* total charge: 0
* relative energy (zero: lowest compared OMol25 entry of this formula, charge and spin): 432.5 kJ/mol
* orbital gap (spin up / spin down): 8.27 / 8.27 eV

---

(6)
Computed, not measured: 2 unconnected molecules or ions with the total composition C2H7ISi2 in a non-equilibrium geometry, with ωB97M-V/def2-TZVPD.

Each line ends with the Löwdin charge.
Element x y z (Å)
C: -0.56445 -1.84597 0.46101  -0.3366
C: 1.81231 1.70074 0.07568  -0.3487
Si: -2.03948 -0.97008 0.79004  0.6464
Si: 0.61575 1.26143 -1.10897  0.1984
I: 1.59381 0.96104 -3.38998  0.3197
H: 0.31226 -1.32294 0.59895  -0.1159
H: -0.31177 -2.97698 0.44492  0.0124
H: 1.69725 2.22816 1.01855  -0.0456
H: 2.77627 1.09169 0.05065  -0.0051
H: -3.34278 -1.67056 0.76439  -0.1055
H: -1.73005 0.35795 1.36673  -0.0848
H: -0.81911 1.18552 -1.07195  -0.1346

Results
* SMILES: C=[SiH2].C=[SiH]I
* total charge: 0
* relative energy (zero: lowest compared OMol25 entry of this formula, charge and spin): 93.3 kJ/mol
* orbital gap: 7.98 eV